Formula: C2H4O2S
Source: OMol25
Level of theory: the ωB97M-V functional and the def2-TZVPD basis

Computed properties:
Molecular weight = 92.119 Da
Total charge = 0
DFT total energy = -17066.416 eV
Spin multiplicity = 1
HOMO energy = -8.79 eV
SMILES string = S=C1CO1.O
HOMO-LUMO gap = 9.1987 eV
Energy above the lowest of the compared OMol25 structures with the same formula, charge and spin = 65.82 kcal/mol

Bonds (Å) are listed after each position.
Element x y z (Å)
1 C 0.749 -0.603 -0.010  C2 1.486, O3 1.459, H6 1.037, H7 1.071
2 C 1.647 0.440 -0.571  C1 1.486, O3 1.332, S5 1.581
3 O 2.206 -0.583 0.073  C1 1.459, C2 1.332
4 O -1.877 0.128 0.801  H8 0.986, H9 0.966
5 S 1.783 1.922 -1.104  C2 1.581
6 H 0.065 -0.518 0.764  C1 1.037
7 H 0.283 -1.178 -0.785  C1 1.071
8 H -2.216 -0.327 -0.007  O4 0.986
9 H -2.640 0.718 0.839  O4 0.966